20
Properties=species:S:1:pos:R:3:nbo_charge:R:1 method="wB97M-V/def2-TZVPD" smiles="C=CCc1cccs1.O=NO" orbital_gap_ha=0.338 e_lumo_ev=0.4 homo_ha=-0.324 spin_multiplicity=1
C 2.45 -1.08 0.01 -0.42
C 1.52 -0.84 0.95 -0.14
C 0.18 -1.53 0.90 -0.51
C -0.65 -0.63 0.12 -0.11
C -0.57 -0.13 -1.16 -0.38
C -1.85 0.46 -1.57 -0.24
C -2.62 0.64 -0.47 -0.41
S -2.09 -0.17 0.95 0.46
H 3.27 -0.41 -0.15 0.21
H 2.33 -1.99 -0.60 0.18
H 1.65 0.08 1.51 0.21
H 0.47 -2.48 0.36 0.24
H -0.15 -1.65 1.94 0.23
H 0.32 -0.16 -1.69 0.24
H -2.13 1.06 -2.51 0.24
H -3.50 1.15 -0.43 0.22
O 0.46 2.27 1.94 -0.29
N 0.32 1.58 0.99 0.34
O 0.46 2.28 -0.23 -0.57
H 0.12 1.56 -0.87 0.50


99
Properties=species:S:1:pos:R:3:mulliken_spin:R:1 method="wB97M-V/def2-TZVPD" orbital_gap_ha="0.115 / 0.118" e_lumo_ev="3.2 / 3.3" homo_ha="0.004 / 0.001" total_charge=-2 spin_multiplicity=5
Fe 11.70 12.94 15.05 3.68
C 11.28 11.85 7.88 0.00
C 12.73 11.71 8.49 0.00
C 13.56 12.92 8.03 0.00
C 13.36 10.41 7.90 0.00
C 12.59 11.59 10.01 0.00
C 12.33 12.73 10.80 0.02
C 12.22 12.55 12.15 -0.05
N 11.75 13.48 13.07 0.05
C 10.78 14.44 12.82 -0.04
C 10.93 15.55 11.99 0.00
C 9.89 16.43 11.88 0.00
C 8.65 16.17 12.54 -0.01
C 8.42 15.05 13.38 0.02
C 9.61 14.27 13.68 0.00
O 9.73 13.40 14.69 0.07
C 7.14 14.65 14.05 0.01
C 5.93 15.45 13.52 0.00
C 7.13 14.90 15.59 0.00
C 6.91 13.15 13.77 0.00
C 10.05 17.70 11.04 0.00
C 11.51 17.81 10.57 0.00
C 9.09 17.67 9.82 0.00
C 9.83 19.03 11.93 0.00
C 12.34 11.24 12.76 0.00
O 12.44 11.22 14.08 0.11
C 12.24 10.11 11.97 0.01
C 12.52 10.30 10.62 0.00
C 12.10 8.75 12.53 0.01
C 11.54 7.72 11.48 0.00
C 13.47 8.26 12.93 0.00
C 11.21 8.62 13.78 0.00
H 11.33 11.85 6.78 0.00
H 10.58 11.10 8.30 0.00
H 10.98 12.86 8.19 0.00
H 13.36 13.01 6.91 0.00
H 13.23 13.92 8.49 0.00
H 14.67 12.78 8.11 0.00
H 13.54 10.58 6.83 0.00
H 14.33 10.25 8.41 0.00
H 12.70 9.57 7.98 0.00
H 12.11 13.70 10.25 0.00
H 11.90 15.67 11.53 0.00
H 7.75 16.88 12.34 0.00
H 6.03 16.49 13.78 0.00
H 5.85 15.35 12.42 0.00
H 5.06 15.11 14.09 0.00
H 7.00 15.98 15.79 0.00
H 6.19 14.43 15.89 0.00
H 7.94 14.38 16.14 0.00
H 6.84 13.03 12.65 0.00
H 7.77 12.56 14.07 0.00
H 6.00 12.81 14.17 0.00
H 11.79 17.08 9.83 0.00
H 11.71 18.83 10.14 0.00
H 12.25 17.73 11.38 0.00
H 9.12 16.64 9.37 0.00
H 8.04 17.84 10.14 0.00
H 9.30 18.44 9.03 0.00
H 10.16 18.72 12.93 0.00
H 10.42 19.89 11.58 0.00
H 8.80 19.33 12.02 0.00
H 12.66 9.42 10.00 0.00
H 12.29 7.54 10.68 0.00
H 11.51 6.79 12.04 0.00
H 10.53 7.80 11.08 0.00
H 14.16 8.34 12.07 0.00
H 13.97 8.85 13.71 0.00
H 13.43 7.22 13.25 0.00
H 10.20 8.95 13.49 0.00
H 11.15 7.56 14.08 0.00
H 11.52 9.27 14.63 0.00
Se 13.13 11.93 18.05 0.00
C 13.87 10.25 17.73 -0.01
C 14.74 10.07 16.65 0.00
C 15.12 8.76 16.33 0.00
C 14.74 7.69 17.15 0.00
C 14.01 7.90 18.29 0.00
C 13.55 9.17 18.60 0.00
H 14.99 10.92 15.98 0.00
H 15.81 8.61 15.50 0.00
H 14.98 6.75 16.75 0.00
H 13.64 7.04 18.85 0.00
H 12.89 9.41 19.39 0.00
O 10.60 10.37 20.46 0.00
S 9.97 11.55 19.91 0.01
O 10.74 12.78 19.85 0.00
O 8.73 11.38 19.21 0.00
S 11.35 11.58 16.94 0.03
C 12.90 16.89 17.05 0.01
S 11.50 15.91 16.35 0.01
C 10.76 15.33 17.90 0.00
O 12.31 14.74 15.52 0.05
H 13.54 16.11 17.54 0.00
H 12.67 17.64 17.81 0.00
H 13.52 17.32 16.28 0.00
H 10.63 16.25 18.54 0.00
H 11.52 14.73 18.39 0.00
H 9.82 14.79 17.74 0.00


8
Properties=species:S:1:pos:R:3:nbo_charge:R:1 method="wB97M-V/def2-TZVPD" smiles=Sc1nnn[nH]1 orbital_gap_ha=0.367 e_lumo_ev=-0.2 homo_ha=-0.373 spin_multiplicity=1
S -0.91 -1.77 -0.79 -0.03
C -0.33 -0.10 -0.15 0.25
N -0.40 1.09 -0.66 -0.35
N 0.62 1.80 -0.05 -0.03
N 1.35 1.14 0.71 -0.02
N 0.80 -0.21 0.64 -0.48
H -2.23 -0.91 -1.00 0.21
H 1.09 -1.05 1.29 0.45


| no. | strongest force on any atom (eV/A) | DFT total energy (eV) |
| --- | --- | --- |
| 1 | 3.34 | -23820.1404 |
| 2 | 5.02 | -184172.4858 |
| 3 | 5.85 | -17861.9894 |